[1]
Computed, not measured: a molecular structure, C4H6OS, with ωB97M-V/def2-TZVPD.

Structure (XYZ):
```
12
Properties=species:S:1:pos:R:3:nbo_charge:R:1
C 2.109 -0.438 -0.095 -0.694
C 1.097 0.672 0.153 -0.240
C -0.226 0.389 -0.080 -0.394
C -2.748 -0.346 -0.030 0.239
H 3.140 0.280 -0.739 0.223
H 2.010 -1.568 -0.839 0.281
H 2.337 -0.478 1.124 0.244
H 1.216 1.675 0.471 0.235
H -0.904 1.366 -0.204 0.245
H -3.597 -1.120 0.271 0.120
O -3.271 0.737 -0.085 -0.527
S -1.163 -1.170 0.054 0.268
```

Strongest force on any atom   6.215 eV/Å
HOMO energy   -8.723 eV
E   -629.2561 hartree
Orbital gap   9.3 eV
Energy relative to the best compared isomer or geometry (same formula, charge and spin)   119.9 kcal/mol

[2]
Computed, not measured: 2 unconnected molecules or ions with the total composition C4H12OS, with ωB97M-V/def2-TZVPD.

Structure (XYZ):
```
18
Properties=species:S:1:pos:R:3:nbo_charge:R:1
C -2.467 -0.524 -1.405 -0.605
C -1.164 -0.449 -0.563 -0.420
C -0.699 0.991 -0.440 -0.524
S 0.883 1.295 0.367 0.180
C 0.750 0.292 1.875 -0.751
H -2.511 -1.479 -1.928 0.217
H -3.344 -0.390 -0.783 0.206
H -2.478 0.241 -2.196 0.202
H -0.434 -1.153 -0.956 0.216
H -1.430 -0.800 0.425 0.191
H -1.481 1.522 0.081 0.205
H -0.577 1.398 -1.438 0.225
H 1.223 0.817 2.713 0.233
H -0.293 0.072 2.072 0.220
H 1.318 -0.637 1.761 0.201
H 1.098 -2.071 0.171 0.465
H 2.453 -1.703 -0.425 0.473
O 1.772 -2.388 -0.450 -0.935
```

Strongest force on any atom   0.891 eV/Å
HOMO energy   -8.668 eV
SMILES   CCCSC.O
E   -633.0122 hartree
Orbital gap   9.5 eV
Energy relative to the best compared isomer or geometry (same formula, charge and spin)   9.4 kcal/mol

[3]
Computed, not measured: a molecular structure, C32H37N8SSeSiTi, with ωB97M-V/def2-TZVPD.

Structure (XYZ):
```
81
Properties=species:S:1:pos:R:3:mulliken_charge:R:1
Ti -0.354 -0.228 -0.526 -0.693
C -5.481 2.573 -1.623 -0.606
C -5.475 1.330 -1.003 -0.774
C -4.342 0.534 -1.039 -0.101
C -3.194 0.983 -1.701 -0.274
C -3.212 2.217 -2.347 -0.085
C -4.350 3.003 -2.303 -0.721
N -2.033 0.201 -1.793 0.198
N -2.216 -1.069 -1.344 -0.543
C -1.329 -1.880 -2.080 1.752
C -1.641 -3.215 -2.353 -1.277
C -0.883 -3.857 -3.307 -0.102
C 0.207 -3.197 -3.895 -1.051
C 0.533 -1.940 -3.436 -0.165
N -0.230 -1.288 -2.556 -0.265
H -6.368 3.188 -1.599 0.428
H -6.360 0.974 -0.493 0.419
H -4.338 -0.442 -0.577 0.459
H -2.340 2.539 -2.901 0.562
H -4.356 3.956 -2.816 0.439
H -2.512 -3.659 -1.895 0.508
H -1.138 -4.862 -3.611 0.457
H 0.802 -3.664 -4.663 0.491
H 1.419 -1.419 -3.784 0.504
C 1.914 -3.721 -1.156 -1.164
C 2.478 -2.348 -0.950 0.610
C 3.819 -2.102 -1.164 -1.029
C 4.324 -0.834 -0.877 -1.038
C 3.503 0.123 -0.334 -0.495
C 2.163 -0.217 -0.071 0.708
N 1.656 -1.413 -0.445 0.161
N 1.226 0.587 0.519 0.932
Si 1.785 1.887 1.581 0.606
C 3.223 1.222 2.608 -1.672
C 0.414 2.433 2.731 -1.195
C 2.413 3.402 0.671 -1.530
H 2.334 -4.399 -0.410 0.428
H 2.173 -4.119 -2.135 0.471
H 0.832 -3.715 -1.053 -0.248
H 4.455 -2.887 -1.543 0.571
H 5.364 -0.606 -1.069 0.475
H 3.870 1.108 -0.104 0.382
H 3.343 0.142 2.533 0.441
H 3.088 1.476 3.659 0.506
H 4.166 1.667 2.299 0.396
H -0.320 1.657 2.928 0.144
H -0.111 3.300 2.334 0.462
H 0.846 2.731 3.685 0.530
H 2.913 3.177 -0.269 0.385
H 3.133 3.916 1.310 0.542
H 1.608 4.101 0.454 0.331
S -2.959 3.257 1.262 -0.220
C -2.310 1.688 1.123 -0.648
N -1.309 1.532 0.308 1.577
C -0.997 2.746 -0.314 -0.189
C -0.061 2.941 -1.329 -0.785
C 0.048 4.191 -1.894 -0.787
C -0.747 5.260 -1.452 -0.784
C -1.678 5.081 -0.452 -0.809
C -1.804 3.806 0.099 1.323
H -2.703 0.866 1.703 0.135
H 0.577 2.137 -1.696 0.233
H 0.764 4.354 -2.688 0.451
H -0.630 6.232 -1.906 0.464
H -2.308 5.894 -0.125 0.490
C 0.680 -0.757 3.993 -0.852
N 0.832 -2.058 3.366 0.252
C 1.704 -3.027 3.807 -0.629
C 1.464 -4.136 3.078 -0.527
N 0.454 -3.828 2.196 0.409
C -0.226 -4.814 1.369 -0.873
C 0.070 -2.550 2.376 0.062
Se -1.334 -1.721 1.432 -0.141
H 1.478 -0.088 3.673 -0.049
H 0.715 -0.894 5.072 0.444
H -0.286 -0.354 3.698 0.279
H 2.407 -2.840 4.596 0.543
H 1.912 -5.110 3.108 0.523
H 0.515 -5.501 0.968 0.378
H -0.737 -4.297 0.561 0.171
H -0.951 -5.354 1.977 0.286
```

Strongest force on any atom   1.970 eV/Å
Net charge   +1
HOMO energy (alpha / beta)   -9.136 / -9.143 eV
E   -5618.1590 hartree
Orbital gap (alpha / beta)   6.2 / 6.3 eV
Energy relative to the best compared isomer or geometry (same formula, charge and spin)   43.4 kcal/mol